Arrangement A

Entry from OMol25: a 11-piece molecular cluster, C5H31NO12 overall (ωB97M-V with the def2-TZVPD basis set).

## Properties
Gap between HOMO and LUMO   10.083 eV
Total charge   0
SMILES string   CCCC(=O)NCO.O.O.O.O.O.O.O.O.O.O
E_HOMO   -10.14 eV
Lowest unoccupied orbital energy   -0.0608 eV

Each line ends with the Löwdin charge.
Cartesian coordinates (Å):
C -2.30461 2.27194 0.68546  -0.07
C -2.46355 1.06111 1.67818  -0.21
C -2.92347 -0.21309 0.97012  -0.12
C -2.33193 -1.50928 1.53401  -0.47
O -2.69710 -1.98134 2.59030  0.07
N -1.36907 -2.14739 0.77308  0.09
C -0.31470 -1.54977 -0.00704  -0.23
O 0.74812 -0.96763 0.72791  -0.09
H -2.77249 3.14502 1.13232  0.07
H -2.71344 2.01808 -0.29112  0.06
H -1.24980 2.48898 0.51006  0.06
H -1.52486 0.88145 2.18671  0.08
H -3.18603 1.46858 2.37892  0.10
H -2.97403 -0.26656 -0.11753  0.10
H -3.96600 -0.34422 1.29940  0.12
H -1.24828 -3.13487 0.92557  0.14
H 0.10369 -2.36748 -0.60746  0.13
H -0.68326 -0.82597 -0.73949  0.14
H 1.00972 -1.62587 1.38120  0.10
O -2.92881 -1.32605 -3.39312  -0.04
H -3.70877 -0.81048 -3.17247  0.06
H -3.30393 -2.08464 -3.85901  0.06
O 2.96556 -2.56566 -0.16723  -0.05
H 3.68146 -2.44707 0.45818  0.04
H 2.97209 -1.86503 -0.83070  0.01
O 3.53595 1.24554 2.28751  -0.08
H 3.87705 1.69852 3.06576  0.05
H 2.57477 1.17366 2.49194  -0.01
O -0.46319 -1.06986 -4.72976  -0.06
H -1.38404 -1.21303 -4.42776  0.01
H -0.19423 -1.99052 -4.85755  0.06
O 2.86407 2.85413 -0.06223  -0.09
H 2.90256 2.37246 0.78714  -0.01
H 1.95034 2.63219 -0.33081  0.00
O 2.17404 0.03297 -1.45547  -0.05
H 2.75287 0.73715 -1.11883  0.06
H 1.60650 -0.29659 -0.74142  0.02
O 1.25366 0.83615 -3.83354  -0.09
H 0.73690 0.13488 -4.26098  0.00
H 1.74526 0.59479 -3.02603  -0.01
O 0.56598 -1.51934 4.30549  -0.04
H -0.27235 -1.47729 4.77957  0.06
H 0.93373 -2.38224 4.51933  0.06
O 1.01873 2.94708 -2.05229  -0.08
H 1.66876 3.59464 -2.33927  0.05
H 1.00122 2.26196 -2.75330  0.00
O 0.88392 0.86797 2.74766  -0.06
H 0.86325 0.61958 1.80656  0.03
H 0.58775 0.04241 3.15201  0.01

---

Arrangement B

Entry from OMol25: a 11-piece molecular cluster, C5H31NO12 overall (ωB97M-V with the def2-TZVPD basis set).

## Properties
Gap between HOMO and LUMO   8.186 eV
Total charge   0
SMILES string   CNCCCC(=O)O.O.O.O.O.O.O.O.O.O.O
E_HOMO   -8.30 eV
Lowest unoccupied orbital energy   -0.1173 eV

Each line ends with the Löwdin charge.
Cartesian coordinates (Å):
C -0.19714 -0.79690 2.59104  -0.11
N -1.47812 -1.02455 1.81160  -0.17
C -2.64828 -0.22255 1.71748  -0.26
C -3.10186 0.19866 0.26524  -0.15
C -2.94401 1.72604 0.23257  -0.11
C -1.86907 2.18743 -0.53543  -0.53
O -1.21326 1.59603 -1.34644  0.11
O -1.59047 3.51370 -0.38745  0.09
H 0.69970 -1.17759 2.16304  0.02
H 0.32325 0.13654 3.11060  0.09
H -0.42564 -1.41007 3.52057  0.08
H -1.19654 -1.24950 0.74892  0.13
H -2.84772 0.62963 2.40182  0.12
H -3.46274 -1.10613 1.90708  0.13
H -4.17663 -0.09689 0.15478  0.11
H -2.55598 -0.59180 -0.34924  0.11
H -3.92822 2.13393 -0.06664  0.15
H -2.71148 1.96346 1.33177  0.14
H -0.73082 3.93204 -0.39824  0.12
O 1.99916 2.11601 -2.52052  -0.03
H 1.49562 1.33446 -2.51787  -0.04
H 1.88802 2.41934 -3.41618  0.03
O -0.07776 3.32590 2.91319  -0.13
H 0.69114 2.68580 2.80891  0.04
H 0.23347 4.17370 2.42626  0.08
O 2.10824 -0.14069 -1.05280  -0.07
H 1.82576 -0.88645 -0.44460  0.07
H 2.22889 -0.56709 -1.92951  0.06
O 0.77326 -2.88323 -3.01654  -0.06
H 1.16785 -2.76827 -2.16846  -0.02
H 1.64550 -2.61284 -3.47416  0.10
O 0.88192 0.04277 -4.94838  -0.04
H 0.03754 -0.35996 -4.77656  0.03
H 0.77441 0.95984 -5.22948  0.04
O -1.84453 -3.31842 2.39937  -0.08
H -2.74065 -2.94020 2.55162  0.05
H -1.52078 -3.21544 1.50634  0.01
O -0.85110 -0.94318 -1.45409  -0.04
H -0.47340 -1.03260 -2.23281  -0.08
H -0.44443 -0.06896 -1.18609  0.05
O 4.97413 1.64742 -0.41501  -0.06
H 4.81077 1.10493 0.28411  -0.08
H 4.03443 2.01314 -0.63284  0.08
O 1.14008 -3.78055 0.49212  -0.09
H 0.38849 -3.31204 0.99483  0.04
H 0.79584 -4.64374 0.15454  0.07
O 3.75530 0.52832 1.91345  -0.07
H 2.93128 0.59765 1.34666  0.05
H 3.42656 0.18291 2.75144  0.04

---

What are the relative energies? In kcal/mol: arrangement A 0.0; arrangement B 133.8.